(1)
A molecular structure, C23H36F6MgN3OSb2. Source: the OMol25 dataset; level of theory: wB97M-V/def2-TZVPD.

Atoms and positions in Å:
Mg: 0.22 0.59 -0.15
C: 0.90 -0.53 3.67
Sb: -0.73 -0.21 2.35
C: -1.73 1.34 3.40
C: -2.01 -1.83 2.91
C: -1.41 -3.20 2.80
C: -0.64 -3.65 3.89
C: -0.09 -4.91 3.91
C: -0.30 -5.77 2.84
C: -1.06 -5.34 1.77
C: -1.61 -4.06 1.72
C: -2.33 -3.66 0.47
Sb: -0.97 -3.52 -1.23
C: 0.81 -3.11 -0.10
C: -1.39 -1.43 -1.58
H: 0.51 -0.72 4.67
H: 1.52 0.36 3.68
H: 1.49 -1.38 3.34
H: -1.82 1.05 4.45
H: -2.73 1.49 2.98
H: -1.18 2.27 3.33
H: -2.93 -1.72 2.34
H: -2.25 -1.60 3.95
H: -0.51 -3.00 4.74
H: 0.49 -5.24 4.77
H: 0.11 -6.77 2.84
H: -1.23 -6.01 0.93
H: -2.86 -2.71 0.54
H: -3.07 -4.42 0.20
H: 1.44 -4.00 -0.05
H: 0.58 -2.81 0.92
H: 1.39 -2.33 -0.59
H: -2.29 -1.30 -2.18
H: -0.55 -0.97 -2.11
H: -1.56 -0.93 -0.62
C: 0.21 3.25 -4.93
C: 1.29 2.73 -4.01
N: 0.65 2.07 -2.87
C: -0.48 2.52 -2.29
N: -0.84 1.96 -1.14
C: -2.08 2.43 -0.50
C: -3.11 2.84 -1.53
C: -2.50 3.91 -2.41
N: -1.21 3.45 -2.93
C: -0.72 4.14 -4.13
H: -0.35 2.41 -5.35
H: 0.64 3.81 -5.75
H: 1.93 3.54 -3.67
H: 1.92 1.99 -4.51
H: 1.28 1.54 -2.29
H: -1.86 3.28 0.17
H: -2.47 1.63 0.13
H: -4.01 3.22 -1.06
H: -3.38 1.97 -2.14
H: -2.36 4.84 -1.86
H: -3.14 4.12 -3.27
H: -0.21 5.06 -3.84
H: -1.59 4.42 -4.72
C: 3.90 -0.42 0.97
C: 3.20 0.46 -0.07
O: 1.95 0.00 -0.36
C: 3.07 1.89 0.50
F: 4.19 2.41 0.98
F: 2.57 2.76 -0.41
F: 2.15 1.88 1.51
C: 4.05 0.47 -1.35
F: 4.23 -0.78 -1.79
F: 5.25 1.02 -1.17
F: 3.45 1.14 -2.36
H: 3.40 -0.32 1.93
H: 4.95 -0.16 1.10
H: 3.82 -1.45 0.65

E_HOMO = -10.7 eV
net charge = +1
calculated total energy = -65775.957 eV
LUMO energy = -2.1 eV
HOMO-LUMO gap = 8.594 eV
ΔE to the lowest compared entry with this formula, charge and spin = 0.276 eV

Results of the Löwdin charge analysis, in e, for atoms 1 through 4:
1. Mg 0.5378
2. C -0.2835
3. Sb 1.3954
4. C -0.2967



(2)
A molecular structure, C23H36MoP2. Source: the OMol25 dataset; level of theory: wB97M-V/def2-TZVPD.

Atoms and positions in Å:
P: -0.29 -3.04 -2.36
P: 0.53 -0.20 -2.02
C: -0.65 -1.98 -3.79
C: 0.55 -0.99 -3.79
H: -1.62 -1.47 -3.62
H: -0.71 -2.59 -4.70
H: 1.53 -1.47 -3.99
H: 0.46 -0.19 -4.58
C: -0.84 0.92 -2.68
H: -0.91 1.90 -2.19
H: -1.82 0.46 -2.63
H: -0.59 1.11 -3.73
C: 1.69 1.08 -2.74
H: 1.41 1.25 -3.79
H: 2.71 0.68 -2.74
H: 1.70 2.04 -2.24
C: -1.35 -4.47 -2.01
H: -1.45 -4.41 -0.87
H: -0.82 -5.39 -2.32
H: -2.33 -4.48 -2.53
C: 1.17 -3.95 -3.01
H: 1.79 -3.32 -3.67
H: 0.73 -4.76 -3.61
H: 1.78 -4.35 -2.18
Mo: -0.17 -2.92 -0.14
C: -0.19 3.63 -0.29
C: -1.66 3.56 -0.19
C: -2.17 2.26 0.26
C: -0.87 1.42 0.48
C: 0.24 2.21 -0.20
C: 1.41 1.95 0.49
C: 1.75 3.19 1.31
C: 0.52 4.15 1.02
C: 0.61 -4.60 0.84
H: 0.16 4.16 -1.21
H: -2.25 4.38 -0.64
H: -2.78 1.76 -0.51
H: -2.77 2.25 1.20
H: -0.68 1.40 1.58
H: -1.00 0.37 0.17
H: -1.73 -2.55 0.18
H: 2.07 1.08 0.45
H: 2.72 3.60 0.96
H: 1.83 3.04 2.44
H: -0.14 4.04 1.90
H: 0.80 5.21 0.97
H: 1.26 -4.14 1.62
H: 1.24 -5.13 0.09
H: -0.19 -5.21 1.29
C: -0.35 -1.53 1.39
C: -0.31 -0.72 2.37
C: -0.16 0.17 3.48
C: -1.20 1.06 3.93
C: -1.09 1.67 5.19
C: 0.07 1.46 5.96
C: 1.18 0.74 5.44
C: 1.06 0.14 4.20
H: -2.11 1.23 3.35
H: -1.91 2.28 5.61
H: 0.11 1.85 6.99
H: 2.09 0.62 6.04
H: 1.91 -0.42 3.80

E_HOMO (spin up / spin down) = -13.3 / -13.4 eV
net charge = +2
spin multiplicity = 3
calculated total energy = -44841.571 eV
LUMO energy (spin up / spin down) = -8.3 / -8.3 eV
HOMO-LUMO gap (spin up / spin down) = 4.973 / 5.077 eV
expectation value of S² = 2.0245
ΔE to the lowest compared entry with this formula, charge and spin = 1.229 eV

Results of the Löwdin charge analysis, in e, for atoms 1 through 4:
1. P 0.6461
2. P 0.9244
3. C -0.3619
4. C -0.4161



(3)
6 unconnected molecules or ions with the total composition C23H36O18. Source: the OMol25 dataset; level of theory: wB97M-V/def2-TZVPD.

Atoms and positions in Å:
C: -37.41 -3.22 -15.27
C: -37.39 -1.85 -15.90
C: -36.26 -1.60 -16.91
O: -36.88 -0.83 -17.93
C: -38.22 -1.09 -17.92
O: -39.00 -0.80 -18.76
O: -38.56 -1.70 -16.76
H: -36.65 -3.87 -15.71
H: -38.40 -3.69 -15.31
H: -37.27 -3.18 -14.19
H: -37.45 -1.04 -15.18
H: -35.80 -2.51 -17.29
H: -35.48 -0.98 -16.47
C: -41.12 -3.40 -21.55
C: -40.79 -4.14 -22.82
C: -41.18 -5.65 -22.79
O: -42.02 -5.81 -23.95
C: -42.09 -4.65 -24.64
O: -42.62 -4.52 -25.69
O: -41.47 -3.65 -23.97
H: -42.08 -3.69 -21.12
H: -41.21 -2.33 -21.73
H: -40.32 -3.60 -20.84
H: -39.70 -4.18 -22.96
H: -41.69 -6.00 -21.90
H: -40.31 -6.29 -22.90
C: -37.87 -15.43 -20.65
C: -39.19 -14.82 -20.23
C: -39.39 -14.75 -18.70
O: -39.69 -13.38 -18.46
C: -39.64 -12.67 -19.60
O: -39.83 -11.51 -19.70
O: -39.30 -13.47 -20.65
H: -37.04 -15.06 -20.04
H: -37.66 -15.19 -21.69
H: -37.88 -16.51 -20.50
H: -39.97 -15.45 -20.67
H: -38.46 -14.98 -18.18
H: -40.17 -15.42 -18.34
C: -39.08 -5.33 -27.57
C: -39.36 -5.32 -26.08
C: -39.54 -6.74 -25.50
O: -38.64 -6.79 -24.40
C: -37.74 -5.79 -24.51
O: -36.74 -5.70 -23.88
O: -38.18 -4.86 -25.39
H: -38.97 -4.32 -27.97
H: -39.86 -5.86 -28.12
H: -38.16 -5.88 -27.75
H: -40.19 -4.67 -25.84
H: -39.28 -7.47 -26.27
H: -40.55 -6.97 -25.16
C: -41.91 -8.34 -18.76
C: -43.34 -8.36 -18.27
C: -43.75 -9.60 -17.49
O: -44.60 -9.11 -16.46
C: -44.36 -7.79 -16.28
O: -44.80 -7.11 -15.42
O: -43.53 -7.33 -17.26
H: -41.88 -8.93 -19.68
H: -41.19 -8.76 -18.07
H: -41.65 -7.30 -18.98
H: -44.01 -8.08 -19.08
H: -42.89 -10.09 -17.02
H: -44.23 -10.36 -18.09
C: -38.32 -4.82 -18.58
O: -37.82 -6.08 -18.99
C: -38.44 -6.68 -19.99
O: -39.40 -6.28 -20.59
O: -37.89 -7.87 -20.18
C: -38.59 -8.69 -21.11
H: -39.06 -4.94 -17.79
H: -38.83 -4.32 -19.40
H: -37.51 -4.18 -18.26
H: -38.32 -8.43 -22.14
H: -39.66 -8.64 -20.97
H: -38.24 -9.72 -21.02

E_HOMO = -10.7 eV
net charge = 0
calculated total energy = -61291.039 eV
structure (SMILES) = C[C@H]1COC(=O)O1.C[C@H]1COC(=O)O1.C[C@H]1COC(=O)O1.C[C@H]1COC(=O)O1.C[C@H]1COC(=O)O1.COC(=O)OC
LUMO energy = 0.3 eV
HOMO-LUMO gap = 11.033 eV

Results of the Löwdin charge analysis, in e, for atoms 1 through 4:
1. C -0.0230
2. C -0.2869
3. C -0.0998
4. O 0.0664